Below is a single C4H9NO2 molecule in a non-equilibrium geometry, with properties calculated with ωB97M-V with the def2-TZVPD basis set.

Each line ends with the Löwdin charge.
Positions of all 16 atoms, in Å:
N: 0.6648 1.1977 -1.7055  0.00
C: -0.2810 0.1442 -1.3622  -0.28
C: -1.0913 0.3486 -0.0244  -0.16
C: -0.3304 0.0960 1.3244  -0.09
C: 0.9253 -0.8229 1.0343  -0.53
O: 1.9834 -0.3634 0.7361  0.12
O: 0.7434 -2.1412 1.3214  0.08
H: 1.2761 1.2782 -0.8905  0.06
H: 0.2102 2.1068 -1.7336  0.07
H: 0.2561 -0.7946 -1.3111  0.10
H: -1.0594 0.0790 -2.1065  0.10
H: -1.9725 -0.3132 0.1039  0.11
H: -1.4527 1.3762 0.1131  0.10
H: -0.8206 -0.3663 2.1727  0.10
H: 0.1954 0.9927 1.6869  0.11
H: 0.7530 -2.8178 0.6408  0.12

The calculation puts the molar mass at 103.12 g/mol. The net charge is 0. The HOMO energy comes out at -0.349 hartree. The value obtained for the frontier orbital gap is 0.3743 Ha. The value obtained for the LUMO energy is 0.68 eV. The relative energy (zero: lowest compared OMol25 entry of this formula, charge and spin) is 1.5684 eV. The SMILES is NCCCC(=O)O.